This record from OMol25 describes a molecular structure, C31H30CaF4N5PSSe2 in a non-equilibrium geometry. The level of theory is wB97M-V/def2-TZVPD.

Each line ends with the Mulliken charge.
CARTESIAN COORDINATES (ANGSTROEM)
Ca -0.77 0.72 -0.28  1.127
C -1.21 1.58 -3.78  -1.348
N -1.59 0.46 -2.92  1.035
C -0.99 -0.77 -3.45  -1.318
C -3.07 0.33 -2.90  -1.281
C -3.60 -0.50 -1.73  -0.815
N -3.12 -0.01 -0.46  -0.236
C -3.70 -0.50 0.64  0.075
C -3.25 0.10 1.84  0.164
F -2.25 1.02 1.70  -0.112
C -3.64 -0.30 3.09  -0.093
F -3.07 0.28 4.16  -0.342
C -4.56 -1.31 3.28  -0.554
C -5.04 -1.93 2.16  0.098
F -5.91 -2.94 2.31  -0.325
C -4.68 -1.54 0.88  0.603
F -5.23 -2.27 -0.11  -0.349
H -1.44 1.38 -4.85  0.334
H -0.16 1.78 -3.67  0.280
H -1.76 2.46 -3.47  0.427
H -1.25 -0.91 -4.52  0.342
H -1.30 -1.63 -2.88  0.316
H 0.09 -0.71 -3.39  0.314
H -3.41 -0.13 -3.86  0.331
H -3.50 1.34 -2.86  0.441
H -3.30 -1.55 -1.89  0.399
H -4.70 -0.41 -1.76  0.464
H -4.91 -1.64 4.25  0.477
Se 2.11 0.25 -0.64  -0.509
P 1.60 -1.84 -0.34  0.564
Se -0.51 -2.26 -0.07  -0.392
C 2.54 -2.44 1.10  0.673
C 1.86 -3.05 2.15  -0.421
C 2.55 -3.56 3.26  -0.569
C 3.93 -3.44 3.34  -0.599
C 4.58 -2.80 2.28  -0.478
C 3.92 -2.32 1.18  -0.648
C 2.21 -2.80 -1.76  0.586
C 2.86 -2.21 -2.84  -0.310
C 3.22 -2.98 -3.94  -0.625
C 2.99 -4.34 -3.95  -0.446
C 2.38 -4.95 -2.85  -0.639
C 2.01 -4.18 -1.78  -0.634
H 0.79 -3.17 2.06  0.337
H 1.98 -4.01 4.04  0.431
H 4.46 -3.85 4.19  0.415
H 5.66 -2.70 2.35  0.368
H 4.48 -1.88 0.35  0.391
H 3.03 -1.14 -2.85  0.345
H 3.71 -2.52 -4.78  0.405
H 3.25 -4.91 -4.82  0.394
H 2.20 -6.02 -2.84  0.397
H 1.51 -4.66 -0.95  0.378
C -1.40 6.36 -0.77  -0.842
N -0.54 5.73 0.20  0.258
C 0.18 6.37 1.19  -0.630
C 0.82 5.43 1.90  -0.477
N 0.49 4.18 1.38  0.295
C -0.38 4.39 0.30  0.104
S -1.17 3.39 -0.79  -0.475
C 0.99 2.98 1.97  0.558
C 2.15 3.06 2.75  -0.714
C 2.58 1.91 3.38  -0.738
C 1.86 0.74 3.23  -0.875
C 0.75 0.77 2.43  -0.190
N 0.31 1.87 1.79  0.206
H -1.37 7.44 -0.59  0.299
H -2.42 5.99 -0.71  0.329
H -1.05 6.15 -1.78  0.325
H 0.17 7.44 1.30  0.411
H 1.45 5.50 2.76  0.460
H 2.72 3.99 2.79  0.390
H 3.50 1.95 3.94  0.421
H 2.20 -0.21 3.65  0.388
H 0.16 -0.12 2.30  0.625

The value obtained for the orbital gap is 6.3 eV. For the lowest unoccupied orbital energy, the calculation gives 0.03 eV. As for the spin multiplicity: 1. For the total energy, the calculation gives -8092.7165 Ha. The charge is 0.